Entry 1:
This record from the Open Molecules 2025 dataset describes a structure of composition C30H33ClN6O2W. The level of theory is ωB97M-V/def2-TZVPD.

Each line ends with the Löwdin charge.
CARTESIAN COORDINATES (ANGSTROEM)
W 0.140 0.908 0.894  1.7220
C -3.579 -0.856 2.438  0.0218
C -2.321 -0.521 1.716  -0.2336
N -1.344 0.182 2.202  -0.0694
C -1.457 0.891 3.487  -0.1458
C -1.109 2.359 3.273  -0.1321
N 0.114 2.550 2.422  -0.1543
C 1.406 2.649 3.161  -0.1452
C 1.927 1.268 3.476  -0.1639
N 1.917 0.468 2.226  -0.1548
C 3.172 0.612 1.407  -0.1314
C 2.814 0.664 -0.086  -0.1805
N 1.473 0.109 -0.291  -0.1967
C 1.299 -1.138 -1.053  -0.4375
C 1.870 -1.048 -2.463  0.0106
C -0.196 -1.315 -1.070  -0.1935
C -0.981 -2.032 -1.957  0.0216
C -2.327 -2.213 -1.669  0.0045
C -2.852 -1.770 -0.457  0.0357
C -2.025 -1.044 0.373  -0.2017
N -0.772 -0.732 -0.011  -0.0006
H -3.406 -1.021 3.498  0.0982
H -4.031 -1.758 2.031  0.0927
H -4.296 -0.039 2.315  0.1149
H -0.789 0.411 4.203  0.1218
H -2.466 0.836 3.890  0.1230
H -0.977 2.868 4.229  0.1371
H -1.929 2.840 2.741  0.1307
H -0.010 3.431 1.930  0.1274
H 1.281 3.244 4.067  0.1384
H 2.099 3.179 2.505  0.1341
H 1.296 0.765 4.207  0.1165
H 2.930 1.323 3.902  0.1402
H 1.843 -0.508 2.489  0.1245
H 3.836 -0.218 1.650  0.1286
H 3.676 1.528 1.713  0.1232
H 3.559 0.145 -0.690  0.1230
H 2.812 1.701 -0.426  0.1101
H 1.488 -0.168 -2.979  0.1060
H 1.608 -1.937 -3.034  0.0919
H 2.958 -1.002 -2.455  0.0877
H -0.539 -2.483 -2.834  0.1334
H -2.958 -2.753 -2.362  0.1328
H -3.874 -1.980 -0.178  0.1326
Cl -0.250 -4.418 0.208  0.7391
C 1.154 -4.621 -0.825  -0.5616
C 1.306 -5.837 -1.471  -0.0879
C 2.443 -6.061 -2.229  -0.0524
C 3.426 -5.084 -2.315  -0.0513
C 3.254 -3.877 -1.658  -0.0374
C 2.104 -3.607 -0.918  -0.2462
C 1.929 -2.292 -0.215  -0.0873
H 0.548 -6.600 -1.364  0.1124
H 2.571 -7.010 -2.732  0.1182
H 4.327 -5.265 -2.883  0.1160
H 4.031 -3.125 -1.717  0.1190
H 2.909 -1.923 0.101  0.1192
H 1.327 -2.435 0.684  0.0897
O -3.683 1.582 0.007  0.1346
C -2.737 2.155 -0.462  -0.3611
N -1.408 2.035 0.000  -0.0039
C -0.601 2.819 -0.754  -0.4150
O 0.617 2.770 -0.469  -0.0256
C -1.361 3.532 -1.786  -0.0916
C -0.985 4.404 -2.787  0.0268
C -1.999 4.873 -3.621  -0.0282
C -3.321 4.472 -3.444  -0.0214
C -3.687 3.586 -2.430  0.0281
C -2.683 3.127 -1.608  -0.0804
H 0.042 4.715 -2.919  0.1300
H -1.756 5.560 -4.419  0.1205
H -4.079 4.857 -4.112  0.1215
H -4.714 3.276 -2.295  0.1322

As for the charge: +2. For the frontier orbital gap (alpha / beta), the calculation gives 6.515 / 6.598 eV.

Entry 2:
This record from the Open Molecules 2025 dataset describes a structure of composition C30H33InN5O2P2S. The level of theory is ωB97M-V/def2-TZVPD.

Each line ends with the Löwdin charge.
CARTESIAN COORDINATES (ANGSTROEM)
In 1.756 0.357 -1.056  0.8563
N 3.321 1.735 0.435  0.0135
N 4.218 2.558 -0.318  -0.0521
C 3.650 3.184 -1.404  -0.7381
N 4.213 4.389 -1.795  0.1478
S 2.387 2.608 -2.357  0.8227
H 2.786 2.443 0.980  0.1376
H 3.831 1.146 1.135  0.1459
H 5.184 2.188 -0.385  0.1896
H 4.849 4.924 -1.206  0.1427
H 3.786 4.856 -2.603  0.1271
O 0.944 -1.425 -0.218  -0.3947
P -0.240 -1.588 0.799  0.8184
C -1.654 -0.630 0.316  -0.2577
P -1.296 1.161 -0.173  0.8319
O 0.187 1.550 -0.222  -0.4176
C -2.097 1.418 -1.774  -0.2756
C -2.158 0.407 -2.807  -0.0747
C -2.793 0.650 -4.049  -0.0532
C -3.447 1.876 -4.317  0.0022
C -3.390 2.833 -3.254  -0.0352
C -2.676 2.669 -2.054  -0.0733
C -2.068 2.006 1.153  -0.3230
C -3.502 2.083 1.195  -0.0809
C -4.168 2.808 2.101  -0.0588
C -3.452 3.315 3.182  -0.0281
C -2.069 3.227 3.226  -0.0220
C -1.333 2.564 2.177  -0.0605
C 0.266 -0.980 2.453  -0.2494
C 1.586 -1.352 2.846  -0.0658
C 2.027 -1.114 4.180  -0.0451
C 1.241 -0.391 5.084  -0.0128
C -0.108 -0.167 4.726  -0.0324
C -0.572 -0.479 3.468  -0.0867
C -0.821 -3.220 1.034  -0.3265
C -1.982 -3.319 1.856  -0.0476
C -2.508 -4.595 2.120  -0.0385
C -1.873 -5.751 1.665  -0.0608
C -0.653 -5.690 1.032  -0.0271
C -0.206 -4.379 0.653  -0.0584
H -2.441 -0.644 1.069  0.0797
H -2.029 -1.071 -0.525  0.0365
H -1.572 -0.513 -2.709  0.0977
H -2.576 -0.152 -4.755  0.1138
H -4.167 1.996 -5.130  0.1277
H -3.681 3.844 -3.465  0.1101
H -2.358 3.601 -1.558  0.1345
H -4.056 1.569 0.404  0.1217
H -5.230 3.044 1.978  0.1385
H -4.077 3.838 3.866  0.1164
H -1.434 3.665 3.963  0.1055
H -0.247 2.477 2.244  0.1077
H 2.287 -1.835 2.179  0.0966
H 3.010 -1.454 4.413  0.1042
H 1.693 -0.210 6.020  0.1078
H -0.751 0.377 5.386  0.1160
H -1.588 -0.329 3.300  0.0859
H -2.498 -2.326 2.122  0.1187
H -3.345 -4.794 2.753  0.1124
H -2.403 -6.744 1.762  0.1485
H -0.103 -6.632 0.831  0.1323
H 0.806 -4.202 0.251  0.1122
C 1.944 -0.124 -4.411  -0.0026
C 2.685 -1.105 -3.638  -0.3452
N 2.872 -1.053 -2.296  -0.0413
C 3.592 -2.103 -1.893  -0.1160
C 4.041 -2.802 -3.019  0.0410
N 3.258 -2.242 -4.077  0.1592
H 2.131 0.925 -3.989  0.0162
H 0.934 -0.357 -4.322  0.0630
H 2.162 -0.219 -5.506  0.1332
H 3.924 -2.219 -0.863  0.1272
H 4.774 -3.540 -3.162  0.1167
H 3.276 -2.538 -5.046  0.1852

As for the charge: +3. For the frontier orbital gap, the calculation gives 7.400 eV.

Entry 3:
This record from the Open Molecules 2025 dataset describes the molecule C30H33N3O5. The level of theory is ωB97M-V/def2-TZVPD.

Each line ends with the Löwdin charge.
CARTESIAN COORDINATES (ANGSTROEM)
C 3.084 -2.444 0.500  0.0015
C 2.759 -2.276 -0.959  -0.3989
O 3.581 -2.469 -1.829  0.0761
C 1.380 -1.830 -1.295  -0.1332
C 0.959 -1.911 -2.623  -0.0160
C -0.287 -1.444 -2.991  -0.0498
C -1.108 -0.840 -2.055  -0.0067
C -0.695 -0.754 -0.730  -0.2153
N -1.448 -0.015 0.210  0.0811
C -2.767 -0.191 0.467  -0.3602
O -3.410 0.607 1.142  0.0519
C -3.408 -1.410 -0.042  -0.1847
C -4.753 -1.672 -0.135  0.0168
C -4.863 -2.997 -0.606  -0.0427
C -3.584 -3.448 -0.752  -0.0905
O -2.701 -2.502 -0.415  0.0443
C -0.757 1.102 0.892  -0.1068
C -0.472 0.596 2.320  -0.4121
O 0.517 -0.045 2.630  0.0516
N -1.465 0.894 3.170  0.1175
C -1.551 0.329 4.502  -0.2926
C -2.475 -0.896 4.508  -0.1316
C -3.867 -0.278 4.587  -0.1894
C -3.693 0.864 5.594  -0.1815
C -2.231 1.326 5.452  -0.1289
C 0.417 1.546 0.059  -0.1890
C 0.155 2.059 -1.206  -0.0285
C 1.167 2.312 -2.107  -0.0054
C 2.504 2.060 -1.776  -0.2188
N 3.556 2.271 -2.651  -0.0930
C 4.622 1.286 -2.731  -0.1234
C 4.266 0.213 -3.769  -0.1758
O 4.026 0.780 -5.039  -0.1278
C 2.985 1.729 -4.980  -0.1882
C 3.323 2.831 -3.967  -0.1399
C 2.764 1.646 -0.464  -0.0048
C 1.747 1.388 0.429  -0.0303
C 0.531 -1.277 -0.343  0.0571
H 2.358 -3.097 0.978  0.0940
H 4.082 -2.863 0.603  0.0870
H 3.049 -1.477 0.998  0.0825
H 1.629 -2.343 -3.352  0.1174
H -0.611 -1.516 -4.019  0.1074
H -2.061 -0.423 -2.348  0.1298
H -5.543 -0.991 0.103  0.1199
H -5.764 -3.538 -0.805  0.1035
H -3.190 -4.391 -1.073  0.1275
H -1.491 1.917 0.953  0.1560
H -2.336 1.238 2.784  0.1212
H -0.529 0.080 4.800  0.1433
H -2.331 -1.515 3.624  0.1141
H -2.274 -1.499 5.394  0.1185
H -4.623 -0.994 4.904  0.1071
H -4.155 0.109 3.609  0.0944
H -4.396 1.674 5.409  0.1029
H -3.871 0.493 6.604  0.1042
H -1.730 1.330 6.419  0.1078
H -2.164 2.333 5.041  0.1093
H -0.869 2.234 -1.508  0.1260
H 0.897 2.680 -3.084  0.1003
H 4.786 0.807 -1.769  0.1098
H 5.539 1.802 -3.035  0.1293
H 5.089 -0.491 -3.898  0.1307
H 3.377 -0.336 -3.425  0.1091
H 2.885 2.137 -5.987  0.1258
H 2.045 1.233 -4.690  0.1202
H 2.542 3.589 -3.927  0.1167
H 4.255 3.314 -4.280  0.1293
H 3.784 1.522 -0.135  0.1103
H 1.992 1.049 1.423  0.1060
H 0.822 -1.205 0.691  0.1063

For the frontier orbital gap, the calculation gives 7.847 eV. As for the structure (SMILES): CC(=O)c1cccc(N(C(=O)c2ccco2)[C@@H](C(=O)NC2CCCC2)c2ccc(N3CCOCC3)cc2)c1.

Entry 4:
This record from the Open Molecules 2025 dataset describes a cluster of 3 separate species, C30H34Br2F3N2O7 in total. The level of theory is ωB97M-V/def2-TZVPD.

Each line ends with the Löwdin charge.
CARTESIAN COORDINATES (ANGSTROEM)
C 6.444 1.214 0.097  -0.0655
C 4.958 0.831 0.020  -0.4025
C 4.232 1.163 1.320  -0.0745
C 4.257 1.322 -1.253  -0.1360
C 3.779 2.775 -1.363  -0.3327
C 4.767 3.819 -0.862  -0.0461
C 2.420 3.052 -0.755  -0.1519
O 1.404 2.288 -1.432  -0.0527
O 0.278 3.182 -1.496  0.0754
C -0.848 2.704 -0.929  -0.4563
O -1.807 3.366 -0.932  0.2039
C -0.730 1.426 -0.141  -0.0067
C -0.067 1.575 1.085  0.0361
C 0.053 0.484 1.928  0.0148
N -0.474 -0.688 1.537  0.1401
C -1.132 -0.893 0.362  -0.1234
C -1.671 -2.292 0.200  -0.1101
C -1.249 -3.175 -0.978  -0.1555
C 0.226 -3.454 -1.239  -0.8077
F 0.307 -4.725 -1.738  -0.0256
Br 1.346 -3.407 0.337  0.8847
C 0.810 -2.520 -2.315  -0.9518
F -0.098 -2.410 -3.301  0.0555
F 0.936 -1.289 -1.787  0.0265
Br 2.502 -3.106 -3.051  0.8603
C -1.294 0.194 -0.520  -0.0607
C -2.045 0.014 -1.808  -0.1786
N -3.144 0.987 -1.960  0.0435
H 6.806 1.633 -0.835  0.0680
H 7.052 0.344 0.325  0.0766
H 6.632 1.930 0.893  0.0757
H 4.928 -0.257 -0.045  0.1229
H 4.426 2.172 1.671  0.0728
H 3.161 0.988 1.225  0.0560
H 4.580 0.491 2.103  0.0822
H 4.932 1.150 -2.088  0.1211
H 3.400 0.681 -1.410  0.1018
H 3.649 2.963 -2.429  0.1456
H 5.756 3.597 -1.248  0.0802
H 4.502 4.803 -1.238  0.0862
H 4.833 3.861 0.220  0.0788
H 2.191 4.106 -0.890  0.1375
H 2.385 2.850 0.315  0.1063
H 0.340 2.518 1.409  0.1144
H 0.537 0.541 2.888  0.1434
H -0.360 -1.484 2.150  0.1539
H -2.758 -2.235 0.178  0.1411
H -1.417 -2.841 1.101  0.1030
H -1.690 -4.146 -0.788  0.1118
H -1.693 -2.844 -1.906  0.1075
H -2.430 -0.996 -1.866  0.0998
H -1.337 0.172 -2.621  0.1325
H -3.560 1.211 -1.066  0.0791
H -3.875 0.577 -2.525  0.0824
C -3.529 -7.588 -2.858  0.0365
C -3.257 -6.361 -2.423  0.0195
C -4.315 -5.502 -1.838  -0.3726
O -4.069 -4.377 -1.439  0.0733
C -5.687 -6.054 -1.756  0.0201
C -5.963 -7.281 -2.190  0.0342
C -4.906 -8.148 -2.775  -0.3766
O -5.152 -9.263 -3.168  0.1316
H -2.777 -8.235 -3.290  0.1279
H -2.261 -5.938 -2.479  0.1096
H -6.438 -5.405 -1.326  0.1228
H -6.956 -7.707 -2.141  0.1276
C -1.439 5.409 5.877  0.0362
C -0.502 4.582 5.420  0.0213
C -0.647 3.912 4.108  -0.3686
O 0.216 3.155 3.696  0.0672
C -1.866 4.196 3.315  0.0194
C -2.805 5.023 3.767  0.0383
C -2.666 5.696 5.088  -0.3753
O -3.519 6.446 5.498  0.1341
H -1.358 5.910 6.833  0.1284
H 0.400 4.358 5.974  0.1242
H -1.948 3.702 2.354  0.1091
H -3.703 5.249 3.208  0.1286

As for the charge: +1. For the frontier orbital gap, the calculation gives 8.396 eV.

Number 1: total energy -59019.065 eV. Number 2: total energy -77754.810 eV. Number 3: total energy -46353.746 eV. Number 4: total energy -197200.921 eV.